74
Properties=species:S:1:pos:R:3 method="wB97M-V/def2-TZVPD" charge=+3 spin_multiplicity=2 homo_lumo_gap_ev="6.72 / 5.74" relative_energy_kcal_mol=18.0 e_tot_ev=-51148.0095 s_squared=0.77
Ir -1.24329 -0.15005 0.84650
C 0.11378 2.26426 3.01530
C -1.24009 2.10161 2.39340
C -1.41367 2.22427 0.99362
C -2.70978 2.57410 0.47644
C -2.83063 3.13553 -0.91171
C -3.78544 2.53494 1.31654
C -3.64224 2.25518 2.69664
C -4.85248 2.25388 3.57152
C -2.37402 2.05403 3.21283
H 0.17096 3.28761 3.39472
H 0.92735 2.13896 2.30066
H 0.26962 1.60261 3.86571
H -0.54918 2.51731 0.39779
H -2.80006 4.22589 -0.84749
H -3.77846 2.87285 -1.38018
H -2.00650 2.83671 -1.56021
H -4.76862 2.79494 0.94071
H -5.41001 3.18325 3.44611
H -4.59589 2.13836 4.62212
H -5.51742 1.43685 3.28345
H -2.24255 1.94976 4.28424
O -4.52052 -0.97556 2.91817
C -3.39824 -0.85716 2.54031
O -3.11417 -0.50331 1.26860
C -2.18147 -1.08422 3.38323
C -2.24933 -1.59111 4.67884
C -1.07259 -1.77058 5.35866
C 0.15856 -1.46646 4.73824
C 1.40412 -1.63754 5.39341
C 2.57021 -1.34918 4.74768
C 2.54990 -0.88810 3.41116
C 1.36725 -0.70688 2.75221
C 0.15149 -0.97621 3.41145
N -1.04474 -0.77650 2.78220
H -3.21908 -1.81808 5.09940
H -1.07288 -2.15749 6.37024
H 1.41065 -2.00138 6.41281
H 3.51767 -1.47289 5.25336
H 3.48525 -0.66896 2.91383
H 1.36276 -0.33412 1.72889
N -1.20791 -3.16527 0.08136
C -1.14851 -2.05592 0.36840
H -1.26820 -4.13769 -0.16896
C 7.07630 -2.84733 -4.76043
C 5.77853 -2.17566 -4.54401
C 5.58224 -0.81797 -4.90339
C 4.38393 -0.19238 -4.73503
C 3.28875 -0.92487 -4.18265
N 2.03343 -0.42056 -4.03590
C 1.55657 0.80043 -4.58287
O 2.23738 1.52254 -5.24873
N 0.21437 1.05468 -4.38530
C -0.75669 0.64809 -3.45440
C -2.07715 0.54351 -3.90614
C -3.08687 0.28846 -3.00706
C -2.77216 0.15974 -1.66441
N -1.51463 0.26736 -1.22512
C -0.51089 0.48189 -2.09789
C 3.48976 -2.27903 -3.76865
C 4.69104 -2.88073 -3.94803
H 7.70329 -2.31597 -5.47202
H 6.93995 -3.88224 -5.07740
H 7.61728 -2.88856 -3.80513
H 6.40830 -0.27031 -5.33822
H 4.25180 0.83396 -5.03137
H 1.33506 -1.06723 -3.69355
H -0.09935 1.74609 -5.05564
H -2.29543 0.67672 -4.95885
H -4.11586 0.20835 -3.32832
H -3.53429 -0.00912 -0.91361
H 0.47837 0.64361 -1.68384
H 2.66118 -2.82868 -3.33813
H 4.83416 -3.91301 -3.65608

---

27
Properties=species:S:1:pos:R:3 method="wB97M-V/def2-TZVPD" charge=0 homo_lumo_gap_ev=7.81 smiles="C[C@H](N)N(C)C.C=CC" relative_energy_kcal_mol=73.2 e_tot_ev=-10528.4339
C -2.21822 -0.26862 1.63730
C -1.24375 0.50033 0.75396
N -1.86733 1.12667 -0.33075
N 0.02305 -0.40062 0.27001
C 0.65705 -1.05274 1.41364
C -0.40034 -1.38967 -0.71919
H -2.66613 -1.10315 1.09628
H -1.75144 -0.64181 2.54636
H -3.01790 0.41330 1.92156
H -0.71221 1.25568 1.34378
H -1.04629 1.52481 -0.95815
H -2.48482 0.49791 -0.83381
H 0.84650 -0.31154 2.18821
H 0.04069 -1.85308 1.83245
H 1.60226 -1.50470 1.11442
H -0.74169 -0.86891 -1.61183
H 0.43568 -2.03781 -0.98110
H -1.19551 -2.04406 -0.34522
C 0.69988 1.85307 -1.36740
C 1.38150 0.91401 -0.56800
C 2.42176 0.03178 -1.22088
H 0.61049 2.85906 -0.97313
H 0.82799 1.76884 -2.44180
H 1.71755 1.28387 0.39877
H 2.61211 -0.88013 -0.65442
H 3.36060 0.58200 -1.28659
H 2.10852 -0.25450 -2.22447

---

117
Properties=species:S:1:pos:R:3 method="wB97M-V/def2-TZVPD" charge=+2 spin_multiplicity=2 homo_lumo_gap_ev="6.85 / 6.17" relative_energy_kcal_mol=12.6 e_tot_ev=-139958.0052 s_squared=1.21
Ir 0.09103 -0.21073 -0.47483
N -0.36495 -2.57407 -2.70648
C -0.22202 -3.12107 -1.44135
C -0.17632 -4.51446 -1.33901
C -0.13249 -5.09473 -0.09489
C -0.15132 -4.27692 1.03181
C -0.13985 -2.91842 0.85580
N -0.13294 -2.33678 -0.36589
C -0.94928 -1.37684 -3.10130
C -1.60080 -1.36070 -4.33775
C -2.14139 -0.18891 -4.80287
C -2.03782 0.95853 -4.02013
C -1.39362 0.86501 -2.81769
N -0.84693 -0.28242 -2.35027
H -0.43349 -3.28049 -3.42277
H -0.21141 -5.11732 -2.23704
H -0.10934 -6.17188 0.00140
H -0.15427 -4.68720 2.03084
H -0.14291 -2.23611 1.68899
H -1.67295 -2.27461 -4.91224
H -2.64530 -0.16373 -5.75970
H -2.44057 1.90732 -4.34218
H -1.27803 1.72542 -2.17792
C 3.00561 -2.04363 1.41101
Si 2.53349 -0.34707 2.03794
C 3.90668 0.86755 1.71871
C 2.19671 -0.48022 3.86624
N 0.95560 0.24619 1.27364
C 0.32064 1.18989 2.14506
C 0.85542 2.47192 2.24945
C 0.32053 3.40521 3.12095
C -0.73461 3.04375 3.94076
C -1.24513 1.75539 3.89501
C -0.73083 0.82950 2.99812
O -1.08602 -0.49626 2.97389
C -2.13727 -0.99277 3.74133
C -1.87730 -2.14659 4.46162
C -2.90373 -2.75145 5.17308
C -4.17617 -2.19869 5.16822
C -4.41927 -1.03621 4.44999
C -3.40265 -0.42742 3.72881
H 2.81081 -2.77654 2.19574
H 4.07737 -2.06172 1.19705
H 2.49805 -2.36993 0.50721
H 4.81985 0.37060 2.06059
H 3.79939 1.78809 2.29292
H 4.04508 1.12747 0.66753
H 3.09893 -0.86825 4.34839
H 1.38971 -1.18750 4.07041
H 1.94752 0.46928 4.33931
H 1.70476 2.73508 1.63049
H 0.74105 4.40012 3.17154
H -1.14974 3.75313 4.64374
H -2.02199 1.46190 4.58337
H -0.87275 -2.55179 4.47468
H -2.70352 -3.64918 5.74281
H -4.97322 -2.66615 5.72975
H -5.40887 -0.59872 4.44580
H -3.59306 0.47728 3.16456
C 5.57461 -3.22783 -1.48267
C 5.89355 -1.91649 -1.16656
C 4.92527 -0.92222 -1.23537
C 3.62949 -1.24156 -1.62376
C 3.30909 -2.56534 -1.92187
C 4.27840 -3.55329 -1.85964
As 2.20700 0.06358 -1.73270
C 1.90573 0.23882 -3.65379
C 1.61707 1.49718 -4.17588
C 1.42203 1.66045 -5.54021
C 1.51587 0.57110 -6.39352
C 1.80410 -0.68442 -5.87837
C 1.99547 -0.85235 -4.51400
C 2.97050 1.80032 -1.39737
C 2.27855 2.71335 -0.61226
C 2.77415 3.99886 -0.43449
C 3.96033 4.37217 -1.04736
C 4.63887 3.46981 -1.85900
C 4.14220 2.18957 -2.04510
H 6.33291 -3.99745 -1.42991
H 6.90039 -1.66117 -0.86385
H 5.19231 0.09131 -0.97090
H 2.29367 -2.83377 -2.18935
H 4.02413 -4.57767 -2.09891
H 1.55850 2.36248 -3.52631
H 1.21210 2.64547 -5.93651
H 1.38166 0.70251 -7.45914
H 1.89959 -1.53405 -6.54238
H 2.25385 -1.83225 -4.13843
H 1.34525 2.42317 -0.14089
H 2.23321 4.70562 0.18215
H 4.35235 5.37065 -0.90694
H 5.55171 3.76876 -2.35670
H 4.65599 1.50933 -2.71297
N -1.66224 0.40806 0.12275
C -2.77233 0.89666 0.43837
C -3.98842 0.04645 0.26284
C -3.87743 -1.33966 0.37597
C -4.97649 -2.14526 0.13789
C -6.18843 -1.57502 -0.23284
C -6.29758 -0.19852 -0.36674
C -5.20136 0.61502 -0.11891
C -2.85264 2.29831 0.93700
C -3.83322 2.64739 1.86318
C -3.87470 3.93471 2.37571
C -2.94828 4.88093 1.96051
C -1.96821 4.53614 1.03902
C -1.91359 3.24696 0.53853
H -2.93566 -1.77765 0.68335
H -4.89388 -3.21822 0.25244
H -7.04888 -2.20485 -0.41557
H -7.23852 0.24557 -0.66255
H -5.28864 1.68752 -0.23419
H -4.56123 1.91488 2.18787
H -4.63562 4.20006 3.09719
H -2.99023 5.88736 2.35505
H -1.24713 5.27385 0.71148
H -1.13925 2.97349 -0.16759

---

77
Properties=species:S:1:pos:R:3 method="wB97M-V/def2-TZVPD" charge=+1 spin_multiplicity=6 homo_lumo_gap_ev="7.32 / 4.93" relative_energy_kcal_mol=43.9 e_tot_ev=-41700.7861 s_squared=8.77
C -1.43706 -0.87646 1.08816
C -1.99253 -1.08852 -0.24147
C -3.11102 -0.19692 -0.35696
C -3.29875 0.48954 0.89357
C -2.30177 0.01059 1.81747
Ir -1.35382 1.19141 0.36001
C -0.38973 3.67344 -0.97822
C 0.07497 2.62218 -0.17022
H 1.03613 2.16046 -0.40932
C -0.30166 2.59679 1.25816
H -0.85005 3.47165 1.60436
H 0.43657 2.18876 1.96313
C 0.48911 4.25773 -1.99983
H 1.32164 3.58802 -2.24249
H -0.08534 4.45299 -2.91721
H 0.93216 5.22461 -1.70481
C -1.78191 4.13896 -0.85202
H -2.43926 3.36717 -0.41600
H -1.90845 5.04273 -0.22395
H -2.17602 4.39641 -1.83925
C -1.45225 -2.05629 -1.20775
H -0.35738 -2.04881 -1.17501
H -1.82443 -3.07202 -1.01341
H -1.72183 -1.87785 -2.45911
C -4.04798 -0.05297 -1.50635
H -3.49478 0.08762 -2.43445
H -4.67124 -0.94970 -1.62676
H -4.70720 0.80566 -1.36096
C -4.38739 1.44127 1.26132
H -5.11760 1.51995 0.45783
H -4.88802 1.10904 2.17663
H -3.96340 2.43297 1.45754
C -2.22889 0.36412 3.26453
H -2.49407 1.41586 3.39697
H -2.92520 -0.24340 3.85050
H -1.21987 0.19169 3.63738
C -0.28034 -1.59470 1.68713
H 0.15891 -0.98100 2.47877
H -0.58556 -2.55775 2.11301
H 0.47063 -1.77178 0.91599
C -1.79768 -1.61389 -3.69120
C -1.87068 -0.06467 -3.97397
C -1.89246 -2.48236 -4.73034
C -2.36539 0.24429 -5.24374
H -1.66272 0.88522 -3.46718
C -2.21898 -2.03316 -6.04634
H -1.74004 -3.56108 -4.53972
C -2.54226 -0.70007 -6.27255
H -2.60457 1.28960 -5.45963
H -2.28867 -2.75244 -6.86617
H -2.90850 -0.33293 -7.23760
C 5.14683 -0.59129 3.07395
N 4.13079 -0.11702 2.14610
N 3.51659 -0.95659 1.27073
C 2.87800 -0.18643 0.27453
O 2.04496 -0.64095 -0.53177
C 3.38203 1.14992 0.49421
C 4.11714 1.14301 1.64888
C 4.80877 2.25486 2.33039
C 3.15274 -2.28617 1.59159
C 2.87941 -2.65668 2.91651
C 2.38798 -3.93773 3.18021
C 2.16926 -4.84032 2.12712
C 2.44908 -4.46044 0.80689
C 2.94465 -3.19142 0.53356
H 4.96958 -1.62696 3.34680
H 5.09538 0.02976 3.97204
H 6.15295 -0.50164 2.64218
H 3.14794 1.99517 -0.12216
H 4.66032 2.23217 3.42163
H 5.89423 2.25913 2.13143
H 4.40706 3.20656 1.95531
H 3.02077 -1.94122 3.72382
H 2.18010 -4.22296 4.21256
H 1.78407 -5.83787 2.33788
H 2.28355 -5.15692 -0.01879
H 3.16241 -2.86994 -0.48409

---

102
Properties=species:S:1:pos:R:3 method="wB97M-V/def2-TZVPD" charge=0 spin_multiplicity=6 homo_lumo_gap_ev="10.32 / 9.05" relative_energy_kcal_mol=0.0 e_tot_ev=-123835.6681 s_squared=8.76
Fe 2.42928 -0.92194 -0.43665
C 5.01269 2.18780 -0.95545
C 4.08927 1.01244 -0.83972
O 3.97409 0.34622 0.23704
O 3.20723 0.78512 -1.70155
H 5.93548 2.02601 -1.50654
H 5.25920 2.58255 0.02980
H 4.44101 2.97517 -1.44808
C -0.76807 1.37808 0.52101
C 0.34946 0.40897 0.25429
O 1.25803 0.06025 1.05949
O 0.58366 -0.06800 -0.88283
H -0.73167 2.25209 -0.12699
H -0.66180 1.72301 1.55057
H -1.76021 0.94707 0.41360
C 3.70364 -3.59539 -3.06768
C 3.19473 -2.57834 -2.11353
O 2.08759 -1.98577 -2.29747
O 3.82119 -2.26401 -1.05905
H 3.03435 -4.45604 -3.09846
H 4.72477 -3.92813 -2.90735
H 3.65750 -3.15448 -4.06618
C 1.78713 2.28265 3.94660
C 2.96449 3.03260 3.27999
O 4.06721 2.68410 4.09209
C 3.75233 1.62108 4.86333
O 4.55637 0.96854 5.45387
O 2.45014 1.38212 4.79890
F 2.69203 4.36394 3.24265
H 1.11223 1.86304 3.20440
H 1.23951 3.01024 4.54584
H 3.14610 2.70746 2.25523
C -5.70363 0.67044 -0.88209
C -4.82228 -0.56255 -0.71368
O -5.27531 -1.15014 0.47908
C -6.35329 -0.49554 0.97994
O -7.03240 -0.85908 1.88955
O -6.58148 0.57924 0.26155
F -3.51257 -0.21130 -0.49695
H -6.37671 0.48828 -1.71443
H -5.16779 1.61006 -0.93796
H -4.97820 -1.34903 -1.45281
C -1.40304 1.11326 -3.29650
O -2.82472 0.94922 -3.09937
C -3.70063 1.18341 -4.02919
O -3.57772 1.81175 -5.04581
O -4.90517 0.71743 -3.62095
C -5.99758 0.94278 -4.48344
H -1.03294 1.94284 -2.70783
H -1.24576 1.27796 -4.36385
H -1.01459 0.13052 -3.05534
H -5.83915 0.49839 -5.46578
H -6.26115 1.98822 -4.64409
H -6.90415 0.45980 -4.11865
C -4.59171 -1.90444 -6.12771
O -3.93673 -1.91686 -4.88114
C -2.70787 -2.44256 -4.74310
O -2.19888 -3.13323 -5.57781
O -2.28437 -2.11527 -3.53917
C -1.00541 -2.63726 -3.14920
H -4.27536 -1.04969 -6.72787
H -5.66464 -1.85053 -5.95739
H -4.37842 -2.83779 -6.65254
H -1.03851 -3.72627 -3.16912
H -0.72877 -2.35095 -2.13669
H -0.31361 -2.14953 -3.83457
C -1.36990 -2.35649 1.11497
O -0.74869 -3.64647 1.16699
C 0.47738 -3.69895 0.61788
O 1.03385 -2.76044 0.13571
O 0.90384 -4.93527 0.77435
C 2.26397 -5.14139 0.34027
H -2.37662 -2.53006 1.48516
H -1.34686 -1.83981 0.15840
H -0.85440 -1.73617 1.85547
H 2.63955 -6.10743 0.65634
H 2.84345 -4.35314 0.82565
H 2.32516 -5.03037 -0.74124
C 1.64496 -1.91526 3.87898
O 3.05236 -2.16648 3.85104
C 3.63324 -2.04489 2.66737
O 3.11580 -1.79216 1.60789
O 4.91532 -2.31924 2.82585
C 5.75460 -2.25851 1.69240
H 1.35435 -2.27373 4.86391
H 1.09818 -2.54021 3.17021
H 1.33760 -0.88497 3.72456
H 5.41267 -2.70069 0.75442
H 6.66059 -2.82456 1.90973
H 6.02515 -1.22359 1.48411
C -1.53186 4.49508 2.53212
O -0.55510 4.40726 3.54064
C 0.04148 5.53252 3.92088
O 0.31295 6.45493 3.18959
O 0.55729 5.33783 5.12586
C 1.31947 6.27773 5.81117
H -2.20450 5.32660 2.75451
H -2.15724 3.60426 2.48607
H -1.22222 4.64396 1.49507
H 0.80276 7.23774 5.90223
H 2.28689 6.57986 5.39316
H 1.58012 5.91252 6.80204

---

56
Properties=species:S:1:pos:R:3 method="wB97M-V/def2-TZVPD" charge=+1 spin_multiplicity=2 homo_lumo_gap_ev="9.00 / 8.02" e_tot_ev=-32276.8682 s_squared=0.76
Be -0.11491 0.45419 -0.90232
C -1.43617 1.95969 -3.00868
O -2.06068 1.15236 -2.29242
O -1.97928 2.98301 -3.38154
O -0.20049 1.75718 -3.14650
C -2.98734 -3.13185 -0.53388
C -1.69853 -3.00537 -1.34033
O -1.47917 -1.65672 -1.58882
H -3.57833 -4.01646 -0.77114
H -3.57317 -2.22623 -0.69126
H -2.69844 -3.15932 0.51678
H -1.76614 -3.52956 -2.29361
H -0.81268 -3.40871 -0.84972
H -1.94095 -1.41509 -2.39502
C -1.21055 3.23039 2.76664
C -0.56846 3.37658 1.40501
O -1.06907 2.44855 0.54455
H -2.29740 3.28756 2.70659
H -0.88639 3.95906 3.50964
H -0.94062 2.26534 3.19548
H 0.52032 3.32951 1.38413
H -0.89108 4.31728 0.95879
H -1.90776 2.81294 0.25230
C 3.04421 -2.68495 -2.69006
C 1.69646 -2.15760 -2.28614
O 1.85629 -0.70837 -2.05717
H 2.98145 -3.76338 -2.83543
H 3.85678 -2.50718 -1.98562
H 3.48991 -2.30196 -3.60809
H 1.31828 -2.68508 -1.41045
H 1.05709 -2.30671 -3.15624
H 2.19514 -0.27815 -2.84564
C -2.96524 -0.20537 1.38686
O -1.63606 -0.54409 1.06576
C -0.92223 -1.07866 2.24543
C 0.47157 -1.59175 1.84546
N 1.26262 -0.63065 1.03618
C 1.48942 0.60683 1.82886
C 2.58724 1.36384 1.12960
O 1.99514 1.82134 -0.07841
C 2.83922 2.71557 -0.80403
H -3.53935 -1.09005 1.66224
H -3.41897 0.23775 0.50035
H -3.07772 0.51592 2.19630
H -1.40675 -2.02642 2.48016
H -0.92020 -0.30814 3.01640
H 0.34702 -2.52345 1.29363
H 1.01311 -1.91149 2.73574
H 2.14526 -1.05460 0.78852
H 1.87304 0.28659 2.79757
H 0.55320 1.13929 1.99643
H 3.46065 0.72347 1.00640
H 2.89869 2.20318 1.75139
H 2.52281 2.75843 -1.84622
H 3.90573 2.49180 -0.78017
H 2.60348 3.70972 -0.42429

---

23
Properties=species:S:1:pos:R:3 method="wB97M-V/def2-TZVPD" charge=0 homo_lumo_gap_ev=11.61 smiles=CCCCCC.O relative_energy_kcal_mol=9.8 e_tot_ev=-8528.8065
C 0.00000 0.00000 0.00000
C 0.01036 -1.41859 0.68270
C -0.91627 -2.48687 0.13333
C -0.49271 -3.91622 0.56292
C -1.21890 -5.02749 -0.16438
C -0.77179 -6.39190 0.29873
H 0.15149 -0.15499 -1.08150
H 0.80507 0.65231 0.37809
H -0.96617 0.51042 0.15032
H 1.05752 -1.71931 0.48660
H -0.14489 -1.43490 1.77864
H -1.93879 -2.23123 0.47178
H -0.91764 -2.48418 -0.97367
H 0.58479 -4.02770 0.33484
H -0.61815 -4.02567 1.65733
H -2.31631 -4.88947 -0.11857
H -0.91172 -4.93305 -1.22370
H -1.22471 -6.55985 1.29033
H 0.30573 -6.61924 0.36106
H -1.23650 -7.08527 -0.42231
O 1.39303 -7.14405 -4.08573
H 0.75817 -7.86790 -3.88260
H 0.94472 -6.32588 -3.77288